A 12-piece molecular cluster, C46H72O11S5 overall at a distorted geometry, computed with ωB97M-V with the def2-TZVPD basis set.

XYZ file:
```
134
Properties=species:S:1:pos:R:3:lowdin_charge:R:1
S 19.475 -15.009 -23.255 0.8351
S 17.540 -18.876 -15.235 0.8471
S 21.316 -17.910 -12.878 0.8237
S 25.345 -15.535 -17.013 0.8582
S 17.647 -13.014 -11.792 0.8315
O 18.623 -17.980 -15.869 -0.5791
O 23.861 -11.712 -13.282 0.0434
O 17.957 -14.474 -11.434 -0.5689
O 25.362 -12.696 -22.028 0.0080
O 21.558 -8.368 -21.933 0.1312
O 24.710 -11.603 -23.896 0.0738
O 20.821 -15.386 -23.830 -0.5882
O 25.209 -14.273 -16.161 -0.5859
O 22.405 -13.084 -14.121 0.0733
O 19.667 -9.342 -21.237 0.0450
O 21.527 -18.298 -11.456 -0.5682
C 20.551 -11.263 -20.234 -0.0850
C 17.262 -9.940 -17.506 -0.1111
C 18.640 -15.190 -18.937 -0.0681
C 18.963 -16.516 -22.264 -0.2506
C 23.566 -15.887 -17.244 -0.2468
C 17.689 -8.628 -17.170 -0.0639
C 20.163 -14.366 -16.781 -0.0596
C 25.224 -13.915 -21.312 -0.1441
C 15.244 -14.338 -15.152 -0.0852
C 18.471 -20.161 -14.284 -0.2521
C 18.937 -14.974 -16.654 -0.1275
C 14.869 -16.405 -21.497 -0.0783
C 15.716 -15.111 -14.144 -0.1351
C 20.637 -14.271 -18.102 -0.1191
C 25.707 -16.817 -15.699 -0.2351
C 14.400 -17.676 -21.635 -0.1167
C 24.550 -12.542 -23.102 -0.4070
C 13.568 -17.607 -19.365 -0.0923
C 19.066 -12.482 -12.902 -0.2271
C 19.276 -10.565 -20.783 -0.1938
C 18.336 -15.450 -24.727 -0.2111
C 14.106 -14.778 -15.911 -0.0860
C 18.752 -8.425 -16.273 -0.1009
C 15.113 -16.241 -13.686 -0.0987
C 17.929 -10.986 -16.940 -0.1068
C 14.968 -15.860 -20.158 -0.0591
C 24.693 -10.611 -13.652 -0.1402
C 20.028 -16.598 -12.897 -0.2575
C 23.399 -11.298 -15.589 -0.0491
C 18.101 -15.319 -17.664 -0.0827
C 13.424 -15.937 -15.439 -0.0784
C 17.128 -20.054 -16.670 -0.2231
C 19.437 -9.490 -15.772 -0.1052
C 24.707 -10.715 -15.168 -0.1818
C 20.978 -9.319 -21.501 -0.5259
C 13.894 -16.627 -14.259 -0.0659
C 14.268 -16.490 -19.148 -0.1226
C 22.665 -16.673 -13.167 -0.2475
C 19.983 -14.765 -19.212 -0.0818
C 21.601 -10.632 -21.237 -0.0587
C 23.647 -13.837 -23.224 -0.0743
C 23.194 -12.186 -14.315 -0.4818
C 19.058 -10.847 -16.080 -0.0473
C 23.950 -14.617 -21.918 -0.1277
C 13.637 -18.189 -20.626 -0.0973
C 18.010 -11.864 -10.418 -0.2639
H 25.599 -11.216 -15.542 0.1232
H 20.513 -12.352 -20.191 0.0764
H 17.153 -7.880 -17.736 0.0971
H 17.951 -16.483 -21.862 0.0247
H 24.772 -9.672 -15.477 0.1152
H 13.875 -14.185 -16.784 0.0903
H 19.153 -11.400 -13.008 0.0491
H 24.148 -15.599 -22.346 0.1080
H 15.425 -15.966 -22.313 0.0822
H 20.192 -15.694 -12.310 0.0461
H 26.537 -17.511 -15.832 0.0407
H 20.765 -10.851 -19.248 0.1129
H 25.294 -13.733 -20.240 0.1101
H 17.407 -11.879 -9.510 0.0541
H 22.585 -13.605 -23.309 0.0835
H 21.621 -13.879 -18.316 0.0828
H 25.657 -10.435 -13.175 0.1309
H 16.937 -19.458 -17.562 0.0435
H 22.789 -15.933 -12.377 0.0673
H 19.447 -11.710 -15.560 0.0608
H 23.861 -14.393 -24.137 0.1210
H 13.003 -17.984 -18.526 0.1070
H 23.085 -15.847 -16.267 0.0392
H 17.367 -15.688 -24.289 0.0306
H 21.586 -11.095 -22.224 0.1295
H 18.059 -20.600 -16.825 0.0341
H 26.040 -14.626 -21.447 0.1141
H 24.107 -9.735 -13.373 0.1206
H 18.607 -15.211 -15.653 0.0827
H 18.075 -15.362 -19.841 0.0641
H 13.055 -19.076 -20.827 0.1033
H 19.966 -12.908 -12.458 0.0469
H 23.317 -16.860 -17.666 0.0658
H 14.310 -18.284 -22.523 0.1063
H 22.555 -10.610 -15.644 0.1182
H 19.792 -16.250 -13.902 0.0293
H 15.566 -16.866 -12.931 0.1059
H 18.863 -19.669 -13.394 0.0238
H 17.937 -10.819 -10.719 0.0501
H 23.057 -14.576 -21.293 0.0941
H 18.795 -16.261 -25.292 0.0552
H 23.624 -17.173 -13.302 0.0295
H 19.056 -12.121 -10.251 0.0456
H 19.056 -7.486 -15.834 0.1012
H 14.376 -16.008 -18.188 0.0725
H 22.383 -16.265 -14.138 0.0204
H 18.993 -17.359 -22.955 0.0512
H 20.143 -9.482 -14.955 0.0895
H 17.488 -11.953 -17.129 0.0882
H 18.862 -11.030 -21.678 0.1277
H 18.516 -10.523 -20.002 0.1090
H 18.992 -13.042 -13.834 0.0259
H 24.831 -17.364 -15.350 0.0314
H 26.135 -16.224 -14.891 0.0448
H 13.395 -17.552 -14.008 0.0908
H 15.508 -14.929 -20.079 0.0946
H 16.375 -20.803 -16.425 0.0466
H 19.175 -17.157 -12.513 0.0381
H 15.714 -13.428 -15.494 0.0929
H 23.465 -15.024 -17.901 0.0113
H 20.772 -13.917 -16.010 0.0881
H 19.671 -16.678 -21.451 0.0391
H 12.587 -16.322 -16.002 0.0850
H 20.346 -14.629 -20.220 0.0730
H 23.511 -11.976 -16.434 0.1141
H 22.633 -10.427 -20.956 0.1314
H 16.461 -9.970 -18.229 0.1029
H 19.189 -20.573 -14.993 0.0495
H 16.651 -14.867 -13.663 0.0664
H 18.395 -14.533 -25.315 0.0372
H 17.056 -15.572 -17.562 0.1009
H 17.882 -20.996 -13.902 0.0544
```

- HOMO-LUMO gap (eV) = 9.0
- HOMO energy (Ha) = -0.3212
- energy above the lowest of the compared OMol25 structures with the same formula, charge and spin (kcal/mol) = 75.05
- LUMO level (eV) = 0.233
- total charge = 0